No. 1
{"formula": "C5H14NO2", "method": "ωB97M-V/def2-TZVPD", "total_charge": -1, "largest_force_ha_per_bohr": 0.064, "relative_energy_kj_mol": 63.1, "e_tot_ha": -404.13053, "species": ["C", "C", "C", "C", "N", "C", "O", "H", "H", "H", "H", "H", "H", "H", "H", "H", "H", "H", "H", "H", "H", "O"], "coordinates": [[-0.173066, 0.750020, 0.500739], [-0.858122, 1.569402, -0.615663], [-0.184233, 2.839872, -1.111482], [-2.328949, 1.813697, -0.102823], [-0.848274, -0.545209, 0.718369], [-0.130103, -1.700209, -0.013342], [0.859540, -2.146264, 0.764640], [0.881411, 0.584760, 0.212639], [-0.252115, 1.388633, 1.384638], [-1.070008, 0.879454, -1.442265], [0.848437, 2.720139, -1.358035], [-0.237219, 3.672757, -0.386117], [-0.813420, 3.248212, -1.898727], [-3.016382, 2.138505, -0.921004], [-2.646509, 0.794128, 0.052462], [-2.391003, 2.418831, 0.816118], [-0.744696, -0.723350, 1.708638], [-0.838752, -2.495668, -0.252555], [0.331839, -1.077589, -0.866672], [2.274678, -2.209809, 0.423496], [2.939078, -3.041281, -0.528423], [3.260994, -2.330928, 0.047085]], "forces_ev_per_angstrom": [[0.0, -0.1, -1.0], [-1.9, -0.3, 0.6], [-1.1, 0.5, 1.0], [0.4, -0.2, -1.3], [-0.3, 0.4, -0.5], [1.8, 2.5, 1.1], [0.1, -0.9, 0.4], [-0.1, 0.2, 0.4], [0.3, -0.2, 0.3], [0.6, 0.1, -0.2], [0.6, -0.2, -0.6], [0.1, -0.5, 0.3], [0.4, -0.1, -0.7], [0.6, 0.5, 0.6], [-0.3, -0.2, 0.8], [-0.1, -0.1, -0.4], [0.1, -0.5, 0.0], [-0.5, 0.2, -0.6], [-1.0, -1.2, -0.2], [0.5, 0.6, 0.1], [0.7, 0.0, -0.2], [-1.1, -0.5, -0.1]], "nbo_charge": [-0.228, -0.221, -0.611, -0.632, -0.700, 0.133, -0.936, 0.187, 0.169, 0.193, 0.208, 0.187, 0.200, 0.182, 0.248, 0.185, 0.354, 0.113, 0.083, 0.505, 0.433, -1.049]}

=====

No. 2
{"formula": "C3H9NO2S", "method": "ωB97M-V/def2-TZVPD", "total_charge": 0, "largest_force_ha_per_bohr": 0.076, "relative_energy_kj_mol": 228.5, "spin_multiplicity": 3, "s2": 2.01, "e_tot_ha": -722.85262, "species": ["C", "C", "C", "N", "O", "O", "S", "H", "H", "H", "H", "H", "H", "H", "H", "H"], "coordinates": [[-0.661588, -1.342144, 0.154214], [-0.413587, 0.731580, -1.031776], [-0.382044, 0.151716, 0.382899], [0.951238, 0.271769, 0.987939], [2.032357, 2.505347, 0.380705], [0.026677, 2.520115, 1.841114], [1.185829, 1.886845, 1.353581], [0.068934, -1.867548, -0.442917], [-0.668048, -2.098593, 1.048329], [-1.610019, -1.595602, -0.265729], [-1.146787, 0.155710, -1.595317], [0.649098, 0.490171, -1.287727], [-0.876854, 1.765851, -1.000405], [-1.207872, 0.656256, 0.871550], [1.831243, -0.048911, -0.502400], [1.891830, 1.800851, 2.554973]], "forces_ev_per_angstrom": [[0.3, -2.6, 2.7], [-0.2, 1.0, 0.2], [-0.9, -2.4, 0.0], [-2.1, 1.9, 0.3], [-0.4, -0.5, -0.5], [-2.2, 0.8, -0.2], [2.6, 0.0, 2.8], [0.5, 0.5, -0.7], [0.2, 2.0, -0.7], [-0.8, 0.6, -0.6], [0.4, -0.2, -0.1], [-0.7, 1.1, -1.4], [1.6, -0.8, -0.3], [0.3, -0.1, 1.0], [1.3, -0.7, -1.3], [0.1, -0.6, -1.2]], "mulliken_spin": [0.011, -0.011, 0.105, 0.851, 0.076, 0.014, 0.001, -0.002, -0.010, -0.003, -0.012, 0.134, -0.002, 0.028, 0.818, 0.002]}

=====

No. 3
{"formula": "C16H22AuN2Te", "method": "ωB97M-V/def2-TZVPD", "total_charge": 1, "largest_force_ha_per_bohr": 0.058, "relative_energy_kj_mol": 122.7, "e_tot_ha": -1135.82726, "species": ["Au", "N", "C", "C", "C", "C", "N", "H", "H", "H", "H", "H", "H", "H", "H", "H", "H", "H", "H", "Te", "C", "C", "C", "C", "C", "C", "C", "C", "C", "C", "C", "C", "H", "H", "H", "H", "H", "H", "H", "H", "H", "H"], "coordinates": [[-0.039663, -2.201567, -0.335011], [1.718705, -2.283064, -1.549182], [2.339301, -0.924178, -1.505226], [2.985026, -0.689766, -0.123020], [4.397049, -0.059636, -0.152321], [4.167592, 1.520736, -0.180687], [3.654148, 2.214298, 1.017836], [2.343804, -3.001970, -1.161691], [1.411430, -2.479876, -2.551437], [1.594529, -0.166995, -1.673883], [3.122299, -0.790985, -2.253165], [3.071214, -1.657301, 0.400348], [2.367432, -0.008458, 0.452734], [4.959428, -0.363770, -1.034832], [4.946868, -0.289734, 0.732808], [3.579433, 1.786852, -1.080493], [5.130875, 2.056102, -0.390457], [4.107179, 3.084186, 1.235359], [3.679846, 1.701358, 1.895989], [-2.103931, -2.061670, 1.270764], [-3.639889, -1.428567, -0.010786], [-3.287431, -1.659093, -1.371723], [-4.133710, -1.142258, -2.388216], [-5.317542, -0.430441, -1.960375], [-5.676982, -0.317521, -0.635372], [-4.877677, -0.854108, 0.381657], [-1.380578, -0.035287, 1.671638], [-0.242885, 0.033144, 2.493025], [0.487503, 1.203116, 2.551813], [0.087815, 2.293947, 1.730059], [-1.140745, 2.296117, 1.110594], [-1.934035, 1.152425, 1.143543], [-2.395463, -2.229226, -1.568429], [-3.878219, -1.384552, -3.465583], [-6.060175, -0.091515, -2.689219], [-6.640868, 0.172757, -0.365848], [-5.118840, -0.779870, 1.459464], [0.056320, -0.888744, 2.982802], [1.401561, 1.282424, 3.131140], [0.744153, 3.116923, 1.503424], [-1.521240, 3.171002, 0.568611], [-2.963651, 1.134745, 0.713329]], "forces_ev_per_angstrom": [[-0.4, -0.4, 0.2], [-0.9, 0.4, -1.4], [1.2, 0.1, 0.8], [0.7, -0.6, 0.1], [-1.7, 2.4, -0.3], [2.2, 0.7, -0.7], [-1.0, -1.0, 0.5], [-0.2, 0.4, -0.7], [0.8, -0.1, 1.9], [-0.5, 0.1, -0.3], [-0.1, -0.4, -0.3], [-0.3, 0.2, 0.0], [-0.3, -0.2, 0.3], [0.1, 0.1, 0.0], [0.4, -0.4, 0.6], [-0.3, -0.3, 0.5], [-0.4, -0.9, -0.1], [0.3, 0.2, -0.5], [0.1, -0.3, -0.5], [0.3, 1.3, 0.6], [-0.4, -0.4, -1.2], [-2.0, 1.4, 0.0], [-0.3, -0.3, 0.7], [0.9, -1.2, -1.5], [-0.6, 0.1, 1.1], [1.6, -0.1, 0.0], [-0.5, 0.7, 0.5], [-0.5, -0.5, -0.7], [-0.1, 1.0, -1.0], [0.5, -0.6, 0.5], [-0.8, -0.1, -0.1], [-0.6, -1.6, -0.4], [0.0, 0.1, -0.4], [-0.6, 0.6, 1.4], [0.6, 0.0, 0.0], [0.9, -0.5, -0.3], [0.0, 0.0, -0.9], [0.3, 0.3, 0.2], [-0.1, -0.1, -0.1], [0.3, 0.2, 0.6], [0.3, -0.3, 0.3], [1.1, 0.1, 0.1]], "nbo_charge": [0.392, -0.871, -0.235, -0.430, -0.398, -0.216, -0.873, 0.417, 0.423, 0.214, 0.202, 0.200, 0.232, 0.214, 0.216, 0.173, 0.192, 0.377, 0.359, 0.751, -0.300, -0.237, -0.191, -0.186, -0.207, -0.212, -0.213, -0.276, -0.188, -0.189, -0.208, -0.248, 0.212, 0.240, 0.235, 0.240, 0.238, 0.218, 0.227, 0.238, 0.234, 0.236]}